1.
{
  "formula": "C24H34F2NO3Si",
  "method": "ωB97M-V with the def2-TZVPD basis set",
  "gap_ev": 6.34,
  "charge": 1,
  "elements": ["C", "C", "N", "C", "C", "C", "C", "O", "O", "C", "C", "F", "F", "C", "C", "Si", "C", "C", "C", "C", "C", "C", "C", "C", "C", "C", "H", "H", "H", "H", "H", "H", "H", "H", "H", "H", "H", "H", "H", "H", "H", "H", "H", "H", "H", "H", "H", "H", "H", "H", "H", "H", "C", "C", "C", "O", "C", "H", "H", "H", "H", "H", "H", "H", "H"],
  "positions_angstrom": [[-3.650, -4.128, -2.825], [-2.488, -3.573, -3.754], [-1.790, -2.377, -3.196], [-0.458, -2.603, -2.867], [0.373, -1.594, -2.274], [-0.270, -0.278, -2.039], [0.664, 0.764, -1.347], [1.175, 1.613, -2.032], [0.969, 0.728, -0.011], [-1.671, -0.008, -2.421], [-2.279, 1.391, -2.139], [-1.399, 2.435, -2.399], [-3.415, 1.713, -2.879], [-2.745, 1.406, -0.601], [-2.067, 2.544, 0.253], [-2.064, 2.067, 2.133], [-2.843, 3.492, 3.141], [-3.093, 0.510, 2.519], [-0.282, 1.705, 2.714], [0.216, 0.358, 3.044], [1.629, 0.200, 3.434], [2.498, 1.383, 3.487], [2.019, 2.730, 3.203], [0.614, 2.876, 2.810], [-2.403, -1.147, -3.013], [-3.898, -1.005, -3.402], [-3.702, -3.636, -1.821], [-4.624, -3.937, -3.357], [-3.568, -5.245, -2.738], [-1.763, -4.420, -3.893], [-2.925, -3.285, -4.741], [0.000, -3.611, -3.027], [1.436, -1.791, -2.001], [1.925, 0.921, 0.081], [-3.860, 1.577, -0.586], [-2.601, 0.369, -0.191], [-0.998, 2.749, 0.002], [-2.724, 3.457, 0.180], [-2.754, 3.290, 4.247], [-2.373, 4.461, 2.839], [-3.944, 3.528, 2.916], [-3.522, 0.624, 3.555], [-2.501, -0.449, 2.478], [-3.969, 0.351, 1.829], [-0.431, -0.541, 2.974], [2.075, -0.798, 3.663], [3.575, 1.269, 3.756], [2.652, 3.646, 3.233], [0.208, 3.893, 2.579], [-4.351, -1.867, -3.935], [-4.468, -0.826, -2.450], [-3.990, -0.121, -4.094], [5.390, -1.712, 0.161], [6.687, -0.948, 0.351], [6.187, 0.403, 0.833], [4.968, 0.161, 1.551], [4.545, -1.187, 1.309], [5.511, -2.795, 0.183], [4.934, -1.437, -0.796], [7.287, -1.424, 1.131], [7.294, -0.880, -0.551], [5.957, 1.065, -0.008], [6.902, 0.906, 1.485], [4.718, -1.762, 2.224], [3.475, -1.201, 1.085]]
}


2.
{
  "formula": "C42H96N10O14",
  "method": "ωB97M-V with the def2-TZVPD basis set",
  "gap_ev": 9.15,
  "charge": 2,
  "elements": ["C", "C", "O", "N", "H", "H", "C", "H", "H", "H", "H", "H", "H", "C", "C", "O", "N", "H", "H", "C", "H", "H", "H", "H", "H", "H", "C", "C", "C", "C", "N", "C", "C", "C", "C", "C", "H", "H", "H", "H", "H", "H", "H", "H", "H", "H", "H", "H", "H", "H", "H", "H", "H", "H", "H", "H", "C", "C", "C", "C", "N", "C", "C", "C", "C", "C", "H", "H", "H", "H", "H", "H", "H", "H", "H", "H", "H", "H", "H", "H", "H", "H", "H", "H", "H", "H", "C", "C", "C", "C", "N", "C", "C", "C", "C", "C", "H", "H", "H", "H", "H", "H", "H", "H", "H", "H", "H", "H", "H", "H", "H", "H", "H", "H", "H", "H", "C", "C", "C", "C", "N", "C", "C", "C", "C", "C", "H", "H", "H", "H", "H", "H", "H", "H", "H", "H", "H", "H", "H", "H", "H", "H", "H", "H", "H", "H", "N", "O", "O", "O", "N", "O", "O", "O", "N", "O", "O", "O", "N", "O", "O", "O"],
  "positions_angstrom": [[-2.238, 2.328, -3.928], [-0.958, 2.342, -4.670], [-0.714, 1.874, -5.711], [0.116, 3.150, -3.978], [-0.382, 3.528, -3.064], [0.855, 2.524, -3.540], [0.804, 4.301, -4.757], [-2.553, 3.346, -3.650], [-1.980, 1.748, -3.031], [-2.965, 1.924, -4.656], [0.457, 4.456, -5.785], [1.860, 4.249, -4.655], [0.523, 5.232, -4.206], [2.617, 4.423, 4.628], [1.398, 4.023, 3.952], [0.305, 4.449, 4.021], [1.604, 2.774, 3.127], [2.650, 2.424, 3.207], [0.975, 2.062, 3.471], [1.178, 2.971, 1.717], [3.361, 4.708, 3.895], [2.909, 3.522, 5.244], [2.385, 5.319, 5.204], [1.142, 2.015, 1.181], [1.860, 3.565, 1.107], [0.152, 3.320, 1.640], [-3.863, -2.196, -2.364], [-3.985, -1.184, -1.220], [-3.375, -1.627, 0.112], [-4.144, -2.905, 0.693], [-3.415, -3.586, 1.853], [-4.125, -4.857, 2.220], [-3.777, -5.031, 3.747], [-2.990, -3.728, 4.143], [-3.416, -2.715, 3.072], [-2.001, -3.897, 1.410], [-4.355, -3.166, -2.307], [-2.801, -2.407, -2.487], [-4.188, -1.757, -3.367], [-5.040, -0.903, -1.033], [-3.519, -0.237, -1.493], [-3.431, -0.763, 0.807], [-2.330, -1.843, -0.051], [-4.264, -3.608, -0.166], [-5.156, -2.583, 0.936], [-3.732, -5.656, 1.613], [-5.197, -4.810, 1.948], [-3.349, -5.997, 3.962], [-4.768, -5.000, 4.280], [-1.908, -3.827, 4.245], [-3.286, -3.400, 5.139], [-2.808, -1.834, 2.965], [-4.470, -2.514, 3.165], [-1.450, -4.335, 2.293], [-1.451, -3.025, 1.105], [-2.126, -4.627, 0.662], [2.477, -2.799, 2.729], [3.047, -1.490, 2.236], [4.126, -1.583, 1.161], [4.658, -0.182, 0.916], [5.919, -0.166, 0.043], [5.696, -0.817, -1.328], [6.800, -1.848, -1.576], [6.999, -2.297, -0.126], [7.026, -0.948, 0.644], [6.367, 1.305, -0.048], [3.182, -3.315, 3.391], [2.174, -3.499, 1.936], [1.585, -2.424, 3.154], [3.529, -0.995, 3.063], [2.321, -0.805, 1.796], [3.726, -2.042, 0.272], [4.865, -2.281, 1.576], [4.957, 0.195, 1.888], [3.919, 0.551, 0.585], [5.504, -0.081, -2.109], [4.759, -1.338, -1.250], [7.745, -1.396, -1.927], [6.462, -2.592, -2.317], [7.899, -2.875, -0.021], [6.106, -2.849, 0.249], [8.018, -0.439, 0.587], [6.879, -1.087, 1.725], [6.556, 1.702, 0.961], [5.529, 1.830, -0.579], [7.323, 1.411, -0.642], [0.945, -3.831, -1.316], [0.048, -3.733, -2.540], [0.390, -2.642, -3.590], [1.704, -2.957, -4.331], [1.706, -2.115, -5.596], [0.643, -2.429, -6.640], [1.339, -1.987, -7.954], [2.865, -1.835, -7.655], [3.046, -2.406, -6.273], [1.679, -0.694, -5.235], [1.343, -2.857, -0.998], [1.861, -4.439, -1.519], [0.392, -4.332, -0.525], [-0.969, -3.487, -2.145], [-0.057, -4.661, -3.111], [0.379, -1.625, -3.177], [-0.333, -2.687, -4.393], [1.747, -4.001, -4.623], [2.572, -2.631, -3.716], [-0.243, -1.848, -6.394], [0.461, -3.486, -6.593], [1.010, -1.001, -8.269], [1.055, -2.631, -8.800], [3.258, -0.843, -7.805], [3.412, -2.504, -8.306], [3.820, -2.071, -5.617], [3.157, -3.470, -6.510], [2.521, -0.485, -4.593], [0.799, -0.491, -4.641], [1.662, -0.213, -6.190], [-3.767, 0.020, 5.782], [-4.437, 1.359, 6.040], [-4.008, 2.474, 5.055], [-4.454, 2.135, 3.634], [-4.157, 3.297, 2.673], [-5.007, 4.532, 2.896], [-5.021, 5.221, 1.536], [-4.864, 4.049, 0.471], [-4.601, 2.791, 1.344], [-2.667, 3.607, 2.585], [-3.822, -0.729, 6.545], [-2.674, 0.168, 5.622], [-4.141, -0.401, 4.846], [-4.333, 1.730, 7.073], [-5.524, 1.301, 5.931], [-2.887, 2.441, 4.989], [-4.405, 3.402, 5.360], [-5.496, 1.854, 3.564], [-3.881, 1.270, 3.252], [-4.646, 5.132, 3.747], [-6.004, 4.106, 3.179], [-4.205, 5.918, 1.451], [-5.896, 5.873, 1.368], [-4.045, 4.266, -0.199], [-5.799, 4.016, -0.110], [-3.833, 2.187, 0.987], [-5.538, 2.239, 1.524], [-2.432, 4.127, 1.675], [-2.082, 2.689, 2.520], [-2.410, 4.199, 3.437], [-1.654, 4.572, -1.013], [-1.581, 5.598, -0.352], [-1.482, 4.588, -2.284], [-1.849, 3.416, -0.481], [-0.722, -0.216, 2.856], [-0.788, -1.406, 2.696], [0.216, 0.306, 3.394], [-1.681, 0.532, 2.492], [2.070, 0.553, -1.799], [1.358, 0.903, -2.777], [2.766, -0.489, -1.947], [2.133, 1.298, -0.818], [4.811, 2.489, 2.648], [6.070, 2.367, 2.606], [4.279, 3.515, 2.081], [4.079, 1.688, 3.345]]
}


Number 1 is which compound?
C24H34F2NO3Si